Entry 1:
Molecular formula: C22H88N44O22
Method: DFT, ωB97M-V/def2-TZVPD

Last column: Löwdin charge in e.
Cartesian coordinates (Å):
1 C 0.74097 2.54538 -3.43379  -0.6087
2 O -0.33267 1.89910 -3.44922  -0.0418
3 N 1.61540 2.43112 -2.37450  0.1740
4 N 1.17518 3.21457 -4.51406  0.1895
5 H 1.38270 1.85630 -1.56158  0.0595
6 H 2.54300 2.88283 -2.35212  0.0829
7 H 1.97621 3.78371 -4.67684  0.1081
8 H 0.62254 2.95817 -5.32218  0.0936
9 C -3.76081 -2.35846 2.85018  -0.6400
10 O -4.80247 -3.01835 2.55813  -0.0444
11 N -2.49493 -2.89134 2.95017  0.1866
12 N -3.85648 -1.01237 3.07240  0.1565
13 H -2.26671 -3.56642 2.26133  0.0749
14 H -1.78215 -2.23318 3.32605  0.0609
15 H -3.07517 -0.38664 2.73897  0.1131
16 H -4.76022 -0.67273 3.27081  0.0777
17 C 2.06961 -4.04882 -5.98474  -0.7215
18 O 2.97277 -4.81405 -5.79010  0.0265
19 N 2.28992 -2.75953 -6.45226  0.1181
20 N 0.77955 -4.28396 -5.60635  0.1643
21 H 3.11330 -2.78370 -7.09196  0.1199
22 H 1.48711 -2.20584 -6.81748  0.0973
23 H 0.12544 -3.59856 -5.93501  0.0349
24 H 0.50113 -5.18722 -5.23566  0.1191
25 C -8.56127 -1.13229 0.37956  -0.6602
26 O -8.14968 -0.78018 -0.74629  -0.0070
27 N -9.88454 -1.33380 0.61305  0.1593
28 N -7.76867 -1.27323 1.42284  0.1858
29 H -10.41694 -1.58352 -0.20422  0.1077
30 H -10.37766 -1.06612 1.43710  0.0990
31 H -8.00337 -1.93906 2.12801  0.1081
32 H -6.77287 -1.07282 1.47260  0.0951
33 C -1.16646 6.25115 -1.99958  -0.6614
34 O -2.01894 6.32595 -2.88887  -0.0065
35 N -1.40461 6.42208 -0.68773  0.1583
36 N 0.18427 6.09334 -2.34046  0.1624
37 H -2.35485 6.65745 -0.54077  0.0981
38 H -0.60746 6.92622 -0.22529  0.1029
39 H 0.37330 6.19726 -3.32348  0.0915
40 H 0.96574 6.19015 -1.74969  0.0621
41 C -2.10621 3.11297 -5.49917  -0.6491
42 O -1.59227 2.42876 -6.38672  -0.0096
43 N -1.75892 4.45457 -5.28017  0.1609
44 N -3.03319 2.59387 -4.63083  0.1613
45 H -0.96029 4.77779 -5.79539  0.0863
46 H -2.12849 4.99549 -4.49266  0.0616
47 H -3.60629 1.82209 -4.90980  0.0984
48 H -3.52556 3.05103 -3.85467  0.0955
49 C -0.09408 -5.61205 3.42734  -0.6899
50 O -0.16748 -5.38882 4.62943  -0.0114
51 N 0.97092 -5.14018 2.67689  0.1555
52 N -1.04716 -6.31027 2.74539  0.1518
53 H 1.06136 -5.48318 1.70062  0.0765
54 H 1.76036 -4.85071 3.25056  0.0800
55 H -1.15398 -6.15341 1.74248  0.0688
56 H -1.91391 -6.40484 3.29161  0.1161
57 C -0.46933 -4.51110 -0.53497  -0.6132
58 O -0.04981 -5.61623 -0.13425  -0.0305
59 N -1.78927 -4.22574 -0.57698  0.1772
60 N 0.40506 -3.47728 -0.87500  0.1926
61 H -2.19986 -3.30978 -0.64581  0.0607
62 H -2.34581 -4.96516 -0.90930  0.0911
63 H 1.37593 -3.68758 -0.68000  0.0384
64 H 0.21996 -2.55140 -1.22028  0.0691
65 C 5.24730 2.92938 -1.16509  -0.7132
66 O 4.77554 3.15534 -2.25211  0.0163
67 N 5.58283 3.96191 -0.34578  0.1636
68 N 5.57595 1.67350 -0.75402  0.1449
69 H 5.50452 4.90733 -0.72658  0.1193
70 H 6.01803 3.76537 0.55545  0.1005
71 H 5.27958 0.87626 -1.30890  0.0755
72 H 6.08087 1.45523 0.09690  0.1071
73 C 0.56645 -2.07178 4.45832  -0.6135
74 O 0.03094 -1.49933 3.49572  -0.0501
75 N 1.84881 -2.57492 4.55072  0.1798
76 N -0.16823 -2.25429 5.62890  0.1418
77 H 2.49664 -2.65258 3.74830  0.0514
78 H 2.21586 -3.17835 5.26487  0.1076
79 H -1.17003 -1.99236 5.72492  0.1210
80 H 0.10027 -2.99151 6.25799  0.0912
81 C -4.75548 -1.76148 -0.38417  -0.5674
82 O -3.50171 -1.66015 -0.16090  -0.1132
83 N -5.36191 -3.02808 -0.45964  0.1682
84 N -5.46309 -0.67582 -0.70641  0.1893
85 H -4.93859 -3.68027 0.22409  0.0967
86 H -6.34391 -3.05843 -0.36158  0.0649
87 H -4.88450 0.10278 -1.10046  0.0780
88 H -6.47729 -0.71679 -0.92587  0.0598
89 C 0.17961 1.71791 5.26969  -0.6421
90 O 0.51762 2.68659 4.53920  -0.0625
91 N -1.13411 1.58371 5.61324  0.1679
92 N 1.09852 0.82176 5.66732  0.1922
93 H -1.64420 2.38305 5.30134  0.0594
94 H -1.40707 0.88016 6.33401  0.1288
95 H 0.85472 0.05042 6.17565  0.0407
96 H 2.11005 1.15250 5.78756  0.0955
97 C 0.94791 5.19348 1.21833  -0.6550
98 O 0.92497 6.32483 0.70267  -0.0470
99 N 0.66183 4.11771 0.47945  0.1895
100 N 1.43946 4.97887 2.47185  0.1787
101 H 0.22711 4.19716 -0.46594  0.0976
102 H 0.99949 3.24315 0.76356  0.0401
103 H 1.88586 5.76639 2.87822  0.0899
104 H 1.42766 4.07499 2.99007  0.0793
105 C -0.71344 -1.24761 -5.19773  -0.6678
106 O -0.81494 -2.01977 -6.17193  -0.0254
107 N -1.35517 -0.11251 -5.04075  0.1985
108 N 0.12648 -1.51804 -4.18136  0.1746
109 H -1.27274 0.50323 -4.24522  0.0520
110 H -1.87500 0.28821 -5.78369  0.0813
111 H 0.81221 -2.24106 -4.26567  0.0538
112 H 0.31961 -0.79616 -3.47829  0.0845
113 C 4.44940 1.53882 5.05698  -0.6822
114 O 3.85232 1.17633 6.03020  0.0103
115 N 4.32057 2.83916 4.66128  0.1638
116 N 5.19217 0.67480 4.23354  0.1481
117 H 3.95034 3.49157 5.35648  0.1199
118 H 4.71328 3.24160 3.82061  0.0888
119 H 4.84102 -0.23976 4.38746  0.0698
120 H 5.19109 0.89220 3.17168  0.0922
121 C -2.49456 3.49506 2.63087  -0.7679
122 O -3.46712 3.78710 2.00449  0.0324
123 N -1.65362 2.60311 2.16995  0.1751
124 N -2.21300 4.04214 3.82588  0.1760
125 H -2.00472 2.16055 1.29490  0.0995
126 H -1.00735 1.97544 2.69354  0.1035
127 H -2.64661 4.87909 4.14885  0.1097
128 H -1.31422 3.83093 4.16560  0.0368
129 C 3.57379 -0.77500 -2.84386  -0.5749
130 O 3.83541 -0.40857 -1.67810  -0.0617
131 N 3.60774 0.17704 -3.84524  0.1944
132 N 3.32150 -2.07323 -3.13986  0.2207
133 H 3.22099 0.00349 -4.73722  0.0829
134 H 3.28518 1.01738 -3.43139  0.0505
135 H 3.42343 -2.29038 -4.12799  0.0943
136 H 3.22791 -2.74837 -2.42610  0.0586
137 C 3.80010 -2.22974 1.45503  -0.6165
138 O 3.88619 -2.93367 2.49572  -0.0575
139 N 2.55001 -1.81086 1.02889  0.1975
140 N 4.83204 -1.76803 0.72246  0.1937
141 H 1.77845 -2.07997 1.62259  0.0787
142 H 2.36759 -0.98774 0.51494  0.0285
143 H 4.64415 -1.13849 -0.12221  0.0997
144 H 5.75798 -1.98701 0.90069  0.0811
145 C -3.85177 2.51473 -1.31319  -0.6232
146 O -4.21828 1.52606 -1.89535  0.0017
147 N -2.52215 2.86648 -1.21316  0.1892
148 N -4.79535 3.53748 -1.00355  0.1334
149 H -2.25384 3.76170 -0.87485  0.0622
150 H -1.87188 2.45312 -1.84980  0.0558
151 H -5.79102 3.42472 -1.18448  0.0942
152 H -4.58981 4.25444 -0.22299  0.1152
153 C 3.29905 1.67289 1.41219  -0.5797
154 O 4.46377 1.88659 1.82693  -0.0539
155 N 2.85606 1.51426 0.13261  0.1578
156 N 2.23129 1.52989 2.27460  0.1820
157 H 3.63236 1.46780 -0.52494  0.0435
158 H 2.02989 0.98118 -0.12836  0.0303
159 H 1.64831 0.83281 1.85041  0.0673
160 H 2.47722 1.39046 3.27120  0.0900
161 C 3.55788 -5.47414 -0.70560  -0.7009
162 O 3.10488 -4.40514 -1.07953  0.0017
163 N 3.82938 -6.46789 -1.49078  0.1976
164 N 3.79259 -5.70323 0.60815  0.1869
165 H 4.64783 -6.97507 -1.30344  0.0997
166 H 3.55814 -6.39886 -2.44126  0.1150
167 H 4.02232 -6.61433 0.95046  0.1043
168 H 3.77252 -4.87179 1.20064  0.0818
169 C -0.62368 -0.27010 -0.18937  -0.7180
170 O 0.57064 -0.03334 -0.30689  -0.0274
171 N -1.15376 -0.66336 0.96890  0.1864
172 N -1.44854 -0.21782 -1.21381  0.2121
173 H -2.10561 -1.14796 0.89191  0.0811
174 H -0.56399 -0.97842 1.76281  0.0659
175 H -0.93637 -0.20939 -2.06100  0.0576
176 H -2.31571 -0.78016 -1.12069  0.0865

Results
- maximum force (Eh/bohr) = 0.09946
- energy relative to the best compared isomer or geometry (same formula, charge and spin) (kcal/mol) = 31.8
- LUMO (eV) = 0.339
- multiplicity = 1
- total charge = 0
- gap between HOMO and LUMO (eV) = 9.7812
- E_tot (hartree) = -4956.68045



Entry 2:
Molecular formula: C22H92O29
Method: DFT, ωB97M-V/def2-TZVPD

Last column: Löwdin charge in e.
Cartesian coordinates (Å):
1 O 0.64473 -2.79610 -3.74950  -0.0501
2 H 1.28203 -2.11632 -3.45447  0.0138
3 H 0.69063 -2.85364 -4.69351  0.0648
4 O 2.21599 0.09901 -0.57940  -0.0326
5 H 1.27665 -0.02114 -0.65297  0.0233
6 H 2.37551 1.00961 -0.28115  0.0379
7 O 3.86697 -2.10004 0.91256  -0.0081
8 H 3.23479 -1.39535 0.95062  0.0105
9 H 3.96082 -2.18262 -0.01360  0.0174
10 O 2.15327 0.07446 3.16608  -0.0446
11 H 1.92563 -0.52930 2.44882  0.0293
12 H 2.87332 -0.37334 3.63485  0.0057
13 O -1.27746 0.18038 -3.36656  -0.0481
14 H -1.13976 0.75471 -2.55609  0.0516
15 H -0.41346 -0.19714 -3.49127  0.0249
16 O -1.90171 -3.54631 -3.41884  -0.0520
17 H -2.19055 -3.98916 -2.58556  0.0646
18 H -0.98099 -3.30729 -3.34719  -0.0224
19 O -0.06890 -2.12786 -1.11563  -0.0630
20 H 0.27082 -2.29754 -0.19234  0.0304
21 H 0.48216 -2.82684 -1.53663  0.0121
22 C -5.30094 3.46834 -3.34502  -0.2123
23 C -5.95272 2.73415 -4.52498  -0.2674
24 O -6.20493 1.42750 -4.16799  -0.0733
25 O -3.89464 3.47271 -3.08679  -0.1037
26 H -5.88105 3.13091 -2.47651  0.1291
27 H -5.44880 4.56186 -3.47097  0.1080
28 H -5.36298 2.82468 -5.42178  0.1130
29 H -6.81516 3.32424 -4.70690  0.1040
30 H -5.43450 1.01037 -3.69516  0.0729
31 H -3.66497 2.57158 -2.75271  0.0749
32 C -4.04252 -2.08119 -4.88142  -0.2328
33 C -3.44430 -1.15432 -5.93031  -0.2298
34 O -2.02394 -1.08972 -5.86424  -0.0432
35 O -3.86664 -1.59520 -3.56731  -0.1072
36 H -3.72922 -3.15769 -5.02699  0.1301
37 H -5.14114 -2.13801 -5.02255  0.1251
38 H -3.93499 -0.20659 -5.94911  0.1069
39 H -3.66012 -1.63349 -6.90001  0.1231
40 H -1.98048 -0.54386 -5.10648  0.0055
41 H -3.01820 -1.98799 -3.28880  0.0522
42 C 1.06446 6.26619 1.00571  -0.2125
43 C 2.14909 5.88828 2.05050  -0.2462
44 O 2.39242 4.50413 2.22690  -0.0630
45 O 1.54013 5.90694 -0.31415  -0.0950
46 H 0.77298 7.34049 1.09041  0.1285
47 H 0.17716 5.66721 1.18319  0.0724
48 H 1.92019 6.39577 3.04870  0.1315
49 H 3.09070 6.48394 1.74073  0.1321
50 H 2.37611 4.07222 1.38238  0.0444
51 H 1.24308 6.42723 -1.07421  0.0941
52 C 5.19005 -1.42138 4.07120  -0.2209
53 C 5.76039 -0.07836 4.65861  -0.2267
54 O 5.77637 -0.04448 6.07359  -0.0717
55 O 3.80010 -1.45069 4.31558  -0.1034
56 H 5.70919 -2.32820 4.57433  0.1339
57 H 5.41673 -1.57103 2.98234  0.1147
58 H 5.22923 0.77439 4.31236  0.0866
59 H 6.81549 0.05821 4.33153  0.1303
60 H 4.99340 -0.45002 6.49437  0.0980
61 H 3.50065 -2.37383 4.08568  0.0920
62 C 4.82098 -5.51143 2.06201  -0.2172
63 C 4.42407 -4.80543 3.38275  -0.2140
64 O 3.35039 -3.93643 3.11373  -0.0993
65 O 5.74984 -6.60032 2.34480  -0.0676
66 H 5.15819 -4.79971 1.40423  0.0886
67 H 3.89088 -5.85436 1.61171  0.1026
68 H 5.35196 -4.28869 3.74338  0.1129
69 H 4.00584 -5.46826 4.16188  0.1376
70 H 3.43297 -3.42497 2.29479  0.0438
71 H 6.62548 -6.19609 2.09298  0.1091
72 C -4.09073 0.94827 2.80378  -0.1213
73 O -3.43917 0.39672 1.63726  -0.2083
74 H -3.39138 1.19876 3.58766  0.0640
75 H -4.67802 1.86953 2.51135  0.0938
76 H -4.76617 0.15476 3.18686  0.0876
77 H -2.61942 1.00006 1.51485  0.0746
78 C 2.50448 -4.73432 -0.56366  -0.1681
79 O 2.75637 -3.58967 -1.25508  -0.1206
80 H 1.43495 -5.00207 -0.67192  0.0910
81 H 3.12091 -5.54555 -0.93765  0.0902
82 H 2.76535 -4.64723 0.47093  0.0417
83 H 2.43967 -3.66466 -2.16742  0.0792
84 C -0.47849 -1.09062 2.01811  -0.1281
85 O 0.51455 -2.03426 1.71346  -0.1337
86 H -0.16467 -0.47471 2.84802  0.0627
87 H -0.64951 -0.39317 1.14246  0.1011
88 H -1.43086 -1.60767 2.17386  0.0721
89 H 0.20023 -2.87734 2.04760  0.0597
90 C -0.94559 -5.22317 1.57453  -0.1242
91 O -1.41699 -4.00858 2.20820  -0.1344
92 H -0.88590 -5.06497 0.47259  0.0738
93 H 0.10973 -5.51297 1.87183  0.0906
94 H -1.47066 -6.13889 1.74687  0.0584
95 H -2.03180 -3.50269 1.68656  -0.0043
96 C 3.94078 -1.00793 -3.52810  -0.1430
97 O 2.67789 -1.18439 -2.94807  -0.1780
98 H 3.78179 -1.30024 -4.57287  0.0849
99 H 4.27441 0.04877 -3.52221  0.0904
100 H 4.74649 -1.62271 -3.10260  0.0800
101 H 2.56781 -0.62374 -2.12739  0.0582
102 C -4.21507 0.56953 -0.98824  -0.0759
103 O -4.10086 0.78921 -2.42366  -0.1838
104 H -4.22990 1.50529 -0.45129  0.0746
105 H -5.15268 0.03499 -0.79253  0.1015
106 H -3.40023 -0.02120 -0.63784  0.0522
107 H -3.80068 -0.04059 -2.86872  0.0478
108 C 0.32114 3.09984 -1.84032  -0.0718
109 O -0.23062 1.95662 -1.11055  -0.1563
110 H -0.47558 3.79891 -2.01450  0.0715
111 H 1.05178 3.60233 -1.21915  0.0593
112 H 0.71657 2.66439 -2.73353  0.0774
113 H -0.66063 2.28840 -0.30687  0.0346
114 C -3.79720 -3.16561 -0.23242  -0.0855
115 O -3.04385 -2.53086 0.80652  -0.1503
116 H -3.54807 -2.65545 -1.15730  0.0627
117 H -3.44081 -4.22867 -0.30037  0.0938
118 H -4.84910 -3.26681 0.08532  0.0969
119 H -3.26847 -1.60723 0.79272  0.0389
120 C 0.08554 2.08150 5.43446  -0.1308
121 O 0.05521 1.85731 4.04042  -0.1675
122 H 0.35659 3.09240 5.80773  0.0919
123 H -0.90903 1.87923 5.71966  0.0592
124 H 0.71589 1.32494 5.89019  0.0838
125 H 0.90953 1.37643 3.79667  0.0726
126 C -3.58200 6.71595 -2.67550  -0.1221
127 O -2.96930 5.66925 -1.86807  -0.1649
128 H -4.15634 7.28487 -1.97715  0.0637
129 H -2.83088 7.38688 -3.09743  0.0713
130 H -4.15120 6.19286 -3.43393  0.0592
131 H -3.19882 4.86555 -2.34912  -0.0054
132 C -1.83675 3.60429 1.44212  -0.0852
133 O -1.27650 2.27304 1.62836  -0.1901
134 H -2.53874 3.56101 0.59350  0.0842
135 H -2.46989 3.86554 2.34781  0.1106
136 H -1.05653 4.31078 1.17108  0.0528
137 H -0.73146 2.36867 2.46083  0.0736
138 C 4.36564 1.96071 1.51126  -0.1089
139 O 2.97104 1.91527 1.18988  -0.1669
140 H 4.91197 2.14350 0.57327  0.0927
141 H 4.59142 2.75509 2.20769  0.0744
142 H 4.72596 1.01515 1.92391  0.0667
143 H 2.56015 1.36355 1.89103  0.0512

Results
- maximum force (Eh/bohr) = 0.07764
- LUMO (eV) = 0.285
- multiplicity = 1
- total charge = 0
- gap between HOMO and LUMO (eV) = 9.6444
- E_tot (hartree) = -3075.10759



no.,HOMO level (eV)
1,-9.442
2,-9.359